(1)
{
  "formula": "C6H13BrCl2N2O4P",
  "method": "the ωB97M-V functional and the def2-TZVPD basis",
  "elements": ["C", "C", "O", "N", "C", "C", "O", "P", "Br", "O", "N", "O", "H", "H", "H", "H", "H", "H", "H", "H", "H", "Cl", "C", "C", "Cl", "H", "H", "H", "H"],
  "positions_angstrom": [[-1.4566, -2.1276, -0.8015], [-2.2693, -1.1615, -1.8434], [-3.0111, -1.7942, -2.7946], [-2.3329, 0.3456, -1.8386], [-3.6610, 0.8824, -1.3541], [-4.7143, 0.0905, -0.3720], [-4.0610, 2.1055, -1.7930], [-0.9340, 1.1164, -1.0540], [-0.5005, 2.2828, -3.0044], [0.4492, 1.9217, -0.2829], [1.4094, 0.9465, -0.1942], [1.3737, 0.4542, 0.9467], [-1.6764, -1.9386, 0.3335], [-1.6674, -3.2662, -1.0838], [-0.2939, -1.9732, -1.0089], [-4.9557, -0.9553, -0.8759], [-5.7458, 0.6885, -0.3969], [-4.3365, -0.0058, 0.7359], [0.0108, 0.1288, -1.5249], [-1.1431, 0.4495, 0.2136], [-1.7175, 2.2863, -0.6472], [6.8322, -0.5790, 3.4989], [5.4028, 0.3289, 2.9473], [4.6884, -0.3672, 1.7993], [5.6485, -0.3471, 0.2992], [5.7265, 1.3365, 2.6690], [4.7304, 0.4129, 3.8065], [3.7483, 0.1477, 1.5799], [4.4569, -1.4092, 2.0407]],
  "forces_ev_per_angstrom": [[1.02, -0.25, -0.83], [-4.08, -2.64, -3.94], [4.25, 3.64, 5.66], [-3.17, -3.03, 1.87], [-1.92, 5.24, -2.66], [-0.46, -0.09, -1.08], [2.63, -7.32, 2.84], [-0.22, 1.16, 1.28], [0.38, 0.61, -1.25], [1.23, -0.62, 0.24], [-0.88, -0.28, 3.71], [0.72, 1.06, -2.96], [0.34, -0.10, -2.35], [0.12, 2.74, 0.51], [-2.49, -0.18, 0.68], [0.77, 2.01, 1.31], [2.57, -1.10, 0.08], [-0.54, 0.09, -2.33], [-0.81, 0.07, -0.16], [0.08, -0.13, -0.25], [0.49, -0.87, -0.33], [0.15, -0.04, 0.05], [-0.40, 0.15, -0.17], [-0.24, 0.12, 0.27], [0.08, -0.04, 0.02], [-0.01, -0.28, -0.03], [0.07, -0.09, -0.19], [0.15, -0.06, 0.05], [0.15, 0.23, -0.04]],
  "mulliken_charge": [-0.85, 0.40, -0.59, 0.16, 0.42, -0.84, -0.55, 0.46, -0.46, -0.22, 0.01, -0.36, 0.24, 0.29, 0.27, 0.26, 0.28, 0.23, -0.09, -0.06, -0.04, -0.21, -0.43, -0.16, -0.20, 0.32, 0.29, 0.07, 0.32],
  "total_charge": -1,
  "total_energy_ha": -4482.49276,
  "gap_ev": 8.08
}

---

(2)
{
  "formula": "C6H13Cl10NO2",
  "method": "the ωB97M-V functional and the def2-TZVPD basis",
  "elements": ["C", "N", "O", "O", "H", "H", "H", "C", "Cl", "Cl", "H", "H", "C", "Cl", "Cl", "H", "H", "C", "Cl", "Cl", "H", "H", "C", "Cl", "Cl", "H", "H", "C", "Cl", "Cl", "H", "H"],
  "positions_angstrom": [[1.2461, 1.2512, -0.5300], [1.0766, 0.0098, 0.2818], [1.9253, -0.8556, 0.0862], [0.0934, -0.1245, 0.9957], [2.2088, 1.2317, -1.0408], [1.1708, 2.0455, 0.2127], [0.4507, 1.2318, -1.2751], [-0.3908, 3.7676, -4.8105], [-0.5639, 2.4535, -5.9548], [0.5479, 3.1494, -3.3537], [0.1391, 4.5865, -5.2970], [-1.3736, 4.0454, -4.4297], [-2.4801, -1.9549, 2.7913], [-1.6993, -2.8569, 4.0916], [-2.8337, -3.0421, 1.3365], [-3.3551, -1.4529, 3.2041], [-1.7557, -1.2282, 2.4235], [-2.3477, -0.4768, -1.7305], [-1.0161, -0.8945, -2.7304], [-2.9390, 1.1832, -2.0692], [-3.1438, -1.1962, -1.9220], [-2.0321, -0.6012, -0.6947], [2.2966, 2.1306, 3.3507], [3.4523, 1.6795, 2.0728], [1.3877, 3.6561, 2.9303], [1.5435, 1.3590, 3.5107], [2.7323, 2.2797, 4.3387], [1.1828, -4.1319, 0.8299], [1.5247, -5.2871, 2.1645], [0.0034, -4.7864, -0.3233], [0.8251, -3.1878, 1.2407], [2.1238, -3.9834, 0.3002]],
  "forces_ev_per_angstrom": [[-0.59, -1.18, 1.01], [2.17, 3.95, -2.92], [2.88, -3.75, -0.46], [-4.35, -0.40, 2.85], [-0.05, -0.04, 0.29], [-0.17, 0.54, -0.52], [-0.22, 0.53, -0.03], [0.45, -0.49, 1.16], [-0.16, -0.11, -0.37], [-0.53, 0.73, -0.97], [-0.03, -0.16, 0.33], [0.24, 0.03, -0.17], [0.53, -0.11, -0.87], [-0.11, -0.11, 0.00], [-0.07, 0.89, 1.26], [-0.14, -0.47, -0.43], [-0.02, -0.08, -0.10], [-0.73, -0.35, 0.65], [0.91, -0.23, -0.73], [0.02, -0.36, 0.25], [-0.11, 0.39, -0.11], [0.06, 0.59, 0.03], [-0.69, 0.21, 0.07], [-0.47, 0.18, 0.89], [0.50, -0.68, 0.23], [0.07, -0.05, -0.75], [0.58, 0.29, -0.48], [0.39, 0.09, -0.04], [-0.17, 0.20, -0.20], [0.08, 0.03, 0.15], [-0.01, -0.15, -0.11], [-0.30, 0.07, 0.11]],
  "mulliken_spin": [-0.02, 0.48, 0.28, 0.19, 0.00, 0.01, 0.02, 0.00, 0.00, 0.00, 0.00, 0.00, -0.01, 0.00, 0.00, 0.00, 0.02, 0.01, 0.00, 0.00, 0.00, 0.00, 0.02, -0.01, 0.00, 0.01, 0.00, 0.01, 0.00, 0.00, 0.00, 0.00],
  "total_charge": -1,
  "multiplicity": 2,
  "total_energy_ha": -5043.46642,
  "gap_ev": [3.32, 7.16]
}